1.
C31H43N7O6PSTi | ωB97M-V/def2-TZVPD

CARTESIAN COORDINATES (ANGSTROEM)
H (4.8053, -2.3387, -0.7672)
H (6.7132, -3.2414, 1.3802)
O (-3.4442, 4.7876, 3.4822)
H (-1.7037, -2.1982, -0.4006)
H (5.5868, -3.9258, -0.7932)
C (-3.2956, -1.7487, 2.5255)
H (-0.5347, -1.7616, -2.9477)
H (1.5676, -0.5126, -3.3298)
H (3.6483, -5.4105, 1.0228)
O (-4.6094, 2.9664, 4.2365)
H (0.8883, -1.9492, 3.8660)
H (0.9795, -0.1793, 3.9623)
H (-1.8578, -4.7928, 2.1601)
O (3.7040, -0.5335, 0.5578)
H (2.2181, 0.7788, -2.3561)
C (1.0221, -2.2107, -1.5370)
H (0.2481, 1.7965, -2.9785)
S (1.1883, 3.9119, -1.5188)
C (-2.0936, 0.4656, 2.2209)
C (1.3959, 0.0745, -2.4269)
C (0.8526, 2.5037, 1.7440)
H (-0.0005, -3.3076, 1.4164)
C (-2.7061, 2.6478, 2.9584)
H (1.1578, -2.8065, -0.6346)
H (-3.2695, -0.8660, -1.0790)
O (3.3468, -0.7975, 3.0115)
H (3.0640, 0.8654, 5.0303)
C (-1.4199, 3.0773, 2.6689)
N (1.4007, 1.6271, 0.8395)
H (2.9249, 1.4356, -0.5577)
H (4.3715, -4.9858, 2.5851)
H (5.4072, -5.4631, 1.2307)
H (-2.4141, -0.7868, -2.5976)
C (4.6158, -3.4828, 1.0590)
H (-0.3183, 1.9992, -0.9460)
C (4.7088, -3.3779, -0.4507)
C (-1.9915, -3.7203, 2.1345)
C (3.3202, 3.0661, 0.7553)
C (-3.7241, 3.5953, 3.6391)
H (-4.0239, -3.7409, 2.8384)
H (-2.4201, 1.1484, -0.2775)
H (3.8254, -3.8218, -0.9163)
N (-0.8883, 0.9271, 1.7904)
H (-3.9469, 0.9358, 3.2133)
H (4.5473, -0.0955, 5.1392)
H (-4.1996, -1.2584, 2.8592)
H (1.0716, 4.2070, 2.9789)
C (2.5275, 2.0391, 0.2401)
H (5.7365, -2.9133, 2.8187)
C (2.8589, -1.1748, 4.3605)
H (1.0157, -1.1519, 5.4401)
H (3.4243, 4.6227, 2.2128)
H (3.0311, -3.3052, 3.9920)
H (4.4497, -2.5779, 4.7702)
N (-0.5343, 1.0174, -1.1791)
C (1.3412, -1.1118, 4.4009)
N (-1.0813, -1.5746, 1.6810)
C (-2.3099, -0.6155, -1.5280)
H (1.6633, -2.6264, -2.3152)
C (-0.5254, 2.1813, 2.1263)
C (2.8431, 3.8146, 1.7895)
C (1.5357, 3.5706, 2.2380)
H (-0.7534, -3.2638, -2.0793)
C (3.4645, -0.1224, 5.2642)
C (4.4993, -4.9245, 1.5034)
H (2.9667, -2.8341, 5.6980)
O (1.4481, -1.3101, 1.4073)
Ti (0.3599, -0.1455, 0.5353)
H (4.2664, 3.2693, 0.2761)
C (5.7864, -2.7923, 1.7358)
C (-0.9597, -2.9047, 1.7195)
H (-2.4356, 1.4939, -1.9988)
N (-1.2540, -1.5022, -0.9764)
H (5.8132, -1.7262, 1.5010)
C (-0.4251, -2.2292, -1.9722)
P (3.0425, -1.3421, 1.5982)
C (0.0784, 0.8227, -2.5260)
O (3.3300, -2.8687, 1.4918)
C (2.3009, 3.2946, -2.6087)
C (-3.1891, -3.1296, 2.5210)
H (-1.1756, 4.1178, 2.8456)
C (-2.2056, -1.0017, 2.1124)
C (-3.0005, 1.2842, 2.8172)
N (1.4099, -0.8125, -1.2354)
H (2.3735, -0.8250, -0.8667)
H (3.2380, -0.3572, 6.3044)
C (3.3600, -2.5606, 4.7185)
H (-0.6306, 0.2909, -3.1555)
C (-1.9975, 0.8512, -1.2348)
N (3.0604, 2.7821, -3.3256)

Values from the calculation:
Net charge: +1
E_HOMO (Ha): -0.37502
ΔE to the lowest compared entry with this formula, charge and spin (eV): 0.452
LUMO (eV): -5.05

Atomic partial charges in e from the Mulliken method, atoms 1 to 5: number 1, H, carries 0.234; number 2, H, carries 0.556; number 3, O, carries -0.675; number 4, H, carries 0.356; number 5, H, carries 0.539

***

2.
C31H44AsCdN3O3SSe3 | ωB97M-V/def2-TZVPD

CARTESIAN COORDINATES (ANGSTROEM)
C (-1.7772, -3.3309, 1.5445)
H (-3.8489, -3.5760, -3.0177)
H (-4.5947, 0.1133, 1.6962)
H (3.9668, 1.0609, 4.7930)
C (0.4913, -1.7239, -0.6567)
O (-0.4580, -2.2463, -1.2118)
H (5.5237, 1.1692, 2.7567)
H (1.4960, -3.6354, -0.5113)
H (-3.3710, -4.3177, 2.6681)
H (4.4517, -0.6298, 4.5952)
C (-0.0155, 3.4298, 0.7110)
C (-3.8725, 2.4860, -0.5797)
H (2.2694, 1.5133, 1.6273)
H (3.2970, 4.6753, -3.2476)
H (-6.0885, -0.7236, 2.1324)
H (5.6308, 4.8509, -2.3855)
H (0.1776, 2.3866, -4.2885)
C (2.9362, 1.5817, 2.4638)
H (6.8276, 2.8495, -1.5838)
O (2.3494, 2.4026, 3.5007)
H (-3.7433, 0.1710, -2.0106)
H (-0.8254, 5.5731, 3.2409)
C (-2.4640, 3.6838, 0.9561)
C (-2.5174, -4.5762, 2.0353)
H (-5.5754, -0.6372, 0.4406)
C (0.1253, 4.3235, 1.7519)
C (0.9536, 2.9867, -3.8244)
H (1.4581, 2.0339, 3.6458)
H (0.5620, 3.4701, -2.9291)
H (3.2238, -0.5916, -2.3766)
H (2.2210, -1.5461, 3.7265)
H (-1.3891, -2.7538, 2.3845)
C (-3.5880, -2.8017, -2.2890)
N (3.0963, 0.3273, -2.7663)
H (1.3215, 3.7347, -4.5308)
H (5.7458, 0.6063, -1.6495)
S (1.3826, 2.8963, -0.2144)
H (-1.8507, -5.2120, 2.6262)
H (-4.3573, -2.0232, -2.3368)
C (-1.3572, 3.0379, 0.3563)
C (-2.8531, 0.7824, -2.1621)
H (-3.1239, 5.1025, 2.4577)
C (2.0619, -0.4724, 3.6394)
H (-2.6369, -2.3516, -2.5917)
H (-4.8420, 2.2641, -1.0134)
C (1.5893, -2.6129, -0.1267)
N (2.0369, 2.0995, -3.4478)
H (3.8223, 2.0987, 2.1034)
Se (0.2973, -0.2710, 2.7621)
C (1.9323, 0.7382, -3.3369)
H (3.1973, -1.6238, 1.7220)
N (-1.5265, 2.0688, -0.5987)
H (1.9408, -0.0683, 4.6481)
C (3.8461, 3.7947, -2.9271)
C (3.2844, 0.1753, 2.9633)
C (-3.7435, 3.3753, 0.4399)
H (-2.9362, 1.2809, -3.1348)
Cd (0.6625, 0.4163, -0.0621)
H (-2.7340, -4.1986, -0.8918)
C (5.8258, 2.7465, -1.9899)
H (4.8341, -1.1223, 2.1362)
H (2.5811, -2.1879, -0.3304)
Se (4.1114, 0.0081, 0.0158)
C (-2.7227, 1.8072, -1.0661)
H (-4.6142, 3.8646, 0.8640)
C (-4.4151, -2.0470, 1.6389)
O (5.6401, 0.7046, 3.5943)
H (-1.9800, 0.1318, -2.1851)
C (-2.2635, 4.6152, 2.0040)
H (1.4851, -2.6099, 0.9696)
Se (0.6089, -0.3002, -4.0798)
H (-4.4164, -3.8049, -0.5428)
C (-3.4663, -3.3884, -0.8790)
C (3.2694, 2.5353, -2.9621)
C (5.1439, 3.8823, -2.4364)
C (4.3314, 0.3252, 4.0746)
C (3.9495, 1.4104, -2.5277)
C (-0.9907, 4.8910, 2.4108)
H (-4.0458, -2.1110, 2.6672)
H (-2.8936, -5.1777, 1.2011)
As (-2.8132, -2.0705, 0.4457)
C (5.2387, 1.4875, -2.0295)
H (-5.0506, -2.9182, 1.4662)
H (1.1306, 4.5851, 2.0614)
C (-5.2179, -0.7529, 1.4698)
C (3.8535, -0.7620, 1.8395)
H (-0.9153, -3.6160, 0.9427)

Values from the calculation:
Net charge: -2
E_HOMO (Ha): -0.04762
ΔE to the lowest compared entry with this formula, charge and spin (eV): 0.941
LUMO (eV): 4.35

Atomic partial charges in e from the Mulliken method, atoms 1 to 5: number 1, C, carries -0.219; number 2, H, carries 0.403; number 3, H, carries 0.249; number 4, H, carries 0.354; number 5, C, carries 0.066

***

3.
C31H44AuN3O2SSb | ωB97M-V/def2-TZVPD

CARTESIAN COORDINATES (ANGSTROEM)
C (1.2120, -4.2543, -3.3106)
H (-2.4712, 4.1919, 1.3924)
H (0.3562, 1.7464, 4.1727)
H (-0.1712, 4.6913, 2.3159)
S (3.9074, 1.7240, -2.2237)
H (3.0955, -3.3568, -3.8189)
H (2.8423, 1.6687, 1.4685)
H (4.7111, -2.0005, 1.8167)
C (0.7236, 4.1564, 2.6298)
H (0.5561, 3.7147, 3.6085)
H (-5.7725, -3.2921, -1.2129)
C (-3.7495, -3.0015, -0.6720)
O (-4.6332, -5.0075, -1.5252)
C (5.6402, 0.2336, -0.5609)
C (-0.2011, -2.8641, -1.9574)
C (3.3284, -0.8785, 0.6469)
H (2.0372, 3.2832, -0.4468)
Sb (-0.4426, 1.7899, 1.0515)
H (-0.7326, -4.8320, -2.6126)
H (-5.4061, -5.5800, -1.6264)
H (1.1714, -6.3779, -3.4272)
H (2.5773, 4.5210, 0.6734)
Au (0.2418, -0.2753, -0.5917)
C (-1.2611, 0.9073, 2.9388)
H (-0.1996, 3.5303, -1.5785)
O (2.8240, -5.5666, -4.4042)
H (6.5235, 0.6534, -1.0232)
C (-1.4525, -2.5435, -1.2432)
N (-1.4813, -1.3897, -0.5290)
C (-4.9613, -3.8779, -0.7630)
C (-2.7863, 0.9820, 2.9763)
H (6.7152, -1.0251, 0.7767)
C (-3.1694, 2.1754, -0.4240)
C (3.2216, 0.0801, -0.3621)
H (-2.6012, -0.1172, 0.6316)
C (-1.8363, 2.8936, -0.2608)
N (2.0427, 0.6003, -0.9060)
H (2.0648, 1.7446, 3.0583)
H (-5.2730, -4.1381, 0.2560)
H (-1.0869, -1.1837, 2.2730)
C (-2.5694, -3.3497, -1.3217)
C (4.3603, 0.6169, -0.9642)
C (-2.0608, 4.2628, 0.3831)
H (3.1431, 3.0303, 2.5401)
H (-3.3035, 0.3978, 2.2190)
H (0.3700, -0.5356, 3.0520)
H (-3.0729, 1.2323, -0.9638)
H (-1.0513, -0.9253, 4.0102)
C (1.8869, -2.0790, -2.5990)
C (0.0153, -4.0520, -2.6235)
C (-2.6231, -1.0457, 0.0895)
H (-1.1591, 4.8725, 0.4055)
H (2.4456, -1.3039, 1.1116)
C (2.1570, -3.2345, -3.2983)
C (1.2427, 3.1547, 1.5956)
H (-1.1033, 1.2713, 5.0210)
C (2.2765, 1.4402, -1.8911)
C (4.5928, -1.2601, 1.0373)
H (-3.1009, 0.5848, 3.9458)
N (0.7391, -1.8955, -1.9393)
C (-0.7224, -0.5148, 3.0513)
C (1.7125, 3.9244, 0.3686)
H (-2.7959, 4.8010, -0.2222)
H (-4.6459, -1.4728, 0.5737)
C (2.3752, 2.3324, 2.1935)
C (5.7378, -0.7048, 0.4426)
H (-1.0453, 2.0521, -2.1118)
H (1.5123, 4.9050, 2.7523)
H (1.4868, 1.9244, -2.4485)
H (-1.1087, 2.7610, 4.0966)
H (-2.5563, -4.2584, -1.9019)
H (-3.6861, 2.0116, 0.5221)
H (-3.8127, 2.8166, -1.0334)
C (-1.1637, 3.0255, -1.6245)
H (2.6083, -1.2751, -2.5672)
C (-0.7306, 1.7393, 4.1053)
H (0.9630, 4.6228, -0.0010)
C (1.4669, -5.5304, -4.0556)
H (-3.1437, 2.0114, 2.9248)
H (3.0176, -6.3625, -4.9219)
H (0.8149, -5.5332, -4.9393)
H (-1.8117, 3.6262, -2.2695)
C (-3.7605, -1.8098, 0.0496)

Values from the calculation:
Net charge: +3
E_HOMO (Ha): -0.62970
ΔE to the lowest compared entry with this formula, charge and spin (eV): 0.000
LUMO (eV): -10.00

Atomic partial charges in e from the Mulliken method, atoms 1 to 5: number 1, C, carries 0.323; number 2, H, carries 0.345; number 3, H, carries 0.365; number 4, H, carries 0.319; number 5, S, carries -0.033

***

4.
C31H44BCrF4N2P2Se | ωB97M-V/def2-TZVPD

CARTESIAN COORDINATES (ANGSTROEM)
H (2.1505, -2.8685, 2.1492)
H (-1.4758, 2.1927, -2.5188)
C (-0.6181, 4.5428, 0.0222)
H (1.2343, 3.5111, -3.6057)
H (1.1451, -1.2490, -4.3416)
H (-3.4054, -1.2646, -5.5748)
N (-2.0630, 6.4651, -0.0717)
H (-0.2260, -2.2076, 4.4286)
F (4.5941, 1.3883, 0.8767)
C (-1.0651, 2.0578, -3.5193)
H (3.7266, -2.5088, 2.8609)
C (1.9849, -2.3419, -2.6866)
C (-0.5547, -2.5404, 3.4487)
H (-0.0129, 6.5832, -0.1751)
F (3.6511, -0.2676, -0.3894)
C (3.2790, 0.0535, 3.6507)
C (-2.6812, -1.8892, -1.1145)
C (-3.4221, -2.0487, -2.2664)
H (-2.2065, -5.3468, 4.3880)
H (3.5996, -1.0131, -4.4953)
F (2.4420, 1.5898, 0.1079)
H (-1.7139, -0.1939, 4.3553)
H (2.8856, 0.7914, 4.3492)
C (-1.3719, -1.3739, -1.1484)
Se (-1.4802, 1.7809, 0.2657)
H (-4.7805, -1.7930, -4.6125)
C (-2.9229, -1.7055, -3.5238)
H (-1.6914, 1.5320, 4.7387)
H (3.6590, 0.5802, 2.7718)
H (-3.1274, -2.1409, -0.1642)
C (-0.7563, -2.0936, 1.0624)
F (4.2065, 1.7364, -1.3569)
H (-1.0633, 3.0262, -4.0247)
H (-3.5841, -2.9634, -5.1532)
C (1.7277, -1.0351, -3.4333)
C (3.0396, -0.3595, -3.8212)
H (2.3378, 2.3384, -2.8648)
H (3.1975, -1.6406, 1.4206)
C (0.3718, 1.5416, -3.4583)
C (-2.9588, 4.2403, 0.1453)
C (-1.3967, 0.7850, 3.9971)
H (-1.2728, -0.7771, -4.5001)
H (4.1305, -0.4330, 4.1318)
C (0.5416, 2.3060, 3.5015)
C (-1.3800, -4.6530, 4.5461)
H (1.6006, 2.3934, 3.2579)
H (-3.8406, 3.6192, 0.2272)
H (-1.5592, -3.7729, -0.0262)
H (-0.4943, -5.2474, 4.7817)
C (0.1142, 0.8650, 3.7921)
H (-1.9353, -5.1760, 1.9104)
H (0.6172, 0.5186, 4.7048)
C (-1.6896, 3.6508, 0.1398)
C (-0.8532, 5.9024, -0.0796)
C (-1.5052, -4.1905, 2.0543)
H (0.3971, 4.1672, 0.0095)
H (-1.6144, -4.0551, 5.4277)
N (-0.5476, -1.2507, -0.0269)
C (2.8575, -2.0675, 2.3675)
P (0.6247, 0.0332, -2.4153)
H (3.6540, -0.1705, -2.9436)
H (-1.7320, 1.3928, -4.0636)
H (2.5637, -2.1512, -1.7821)
H (0.6972, 1.2494, -4.4661)
B (3.7913, 1.1058, -0.2030)
H (2.8939, 0.5913, -4.3333)
H (0.3410, 2.9304, 4.3751)
C (-1.1621, -3.7779, 3.3419)
H (0.9769, 2.9601, -1.9458)
H (1.0555, -2.8366, -2.4007)
H (-4.4290, -2.4442, -2.1875)
C (2.2429, -0.9995, 3.2659)
H (-4.0748, 6.0588, 0.0445)
C (-0.9217, -0.9052, -2.3945)
H (-1.9253, 1.0030, 3.0690)
C (-3.0845, 5.6126, 0.0410)
Cr (0.8455, 0.2508, 0.0455)
C (-1.3023, -3.3908, 0.9496)
P (0.7454, -0.2597, 2.4686)
C (-1.6732, -1.1138, -3.5480)
H (2.5563, -3.0277, -3.3165)
H (-0.0282, 2.6927, 2.6557)
C (-3.7132, -1.9445, -4.7795)
C (1.2967, 2.6464, -2.9417)
H (1.8673, -1.4810, 4.1782)
C (-0.3272, -1.7151, 2.3484)

Values from the calculation:
Spin multiplicity: 5
Net charge: -1
E_HOMO (alpha / beta) (Ha): -0.15144 / -0.16119
LUMO (alpha / beta) (eV): 2.58 / 2.58
Expectation value of S²: 6.021

Atomic partial charges in e from the Mulliken method, atoms 1 to 5: number 1, H, carries 0.257; number 2, H, carries 0.058; number 3, C, carries -0.080; number 4, H, carries 0.563; number 5, H, carries 0.515

***

5.
C31H44Br2FeN3O3SSi4Te | ωB97M-V/def2-TZVPD

CARTESIAN COORDINATES (ANGSTROEM)
O (-1.8843, -3.0068, 4.3333)
C (1.0248, -1.1895, -5.1540)
H (-3.9476, 3.8394, 3.8430)
H (5.3951, 0.5142, 1.9978)
H (2.8537, 1.2987, 0.3460)
Br (-0.1570, 0.8036, 7.6711)
H (1.6519, -2.0616, -5.4191)
H (5.7924, 0.4863, 4.4340)
H (1.6896, -3.0346, -2.6160)
N (-1.9165, 1.3214, 3.0963)
H (0.4383, -5.6272, 1.0263)
H (-3.4500, 2.7510, -3.2333)
C (-3.9580, 0.4153, 3.8628)
H (-1.5671, 4.2674, -2.7435)
Fe (-0.0712, 0.3676, 2.5351)
N (-1.8553, -0.8567, 3.0387)
H (3.8703, -1.2189, -3.3086)
C (-2.3511, 0.9313, -5.4065)
C (3.2916, -0.2777, -3.3084)
Si (0.7029, 3.1641, -2.8831)
C (-2.2423, -2.9088, 0.4614)
O (-3.8944, -2.3365, 3.0789)
C (-2.6440, 0.2204, 3.3522)
C (-0.6556, 4.2212, -2.1594)
C (3.7194, 0.5477, 4.9881)
H (1.8490, 3.1006, -5.1406)
H (2.3287, 4.5141, -1.6645)
H (-3.6482, -1.3783, -3.3039)
H (-0.2464, 5.2357, -2.0874)
Te (-0.7365, 0.7938, -0.1940)
H (1.8443, -0.0714, 0.7123)
H (-0.0216, -1.4693, -5.2619)
H (3.6438, 0.3464, -4.1220)
H (-4.4714, 1.3158, -2.8358)
C (2.1916, 3.3947, -1.7967)
H (-2.3552, 2.0233, -5.5226)
C (2.8601, 0.3088, 0.8139)
C (-0.3006, -5.4485, -1.6160)
C (4.7751, 0.5164, 4.0548)
C (-0.8717, -4.2264, 1.9292)
H (-3.2274, 1.8358, -1.6922)
C (1.2007, 0.6308, 5.2446)
H (0.1089, -2.4029, -2.1138)
H (0.6491, -5.9041, -1.3691)
H (1.2909, -0.4000, -5.8945)
H (1.5503, -1.9341, -1.2295)
H (-2.3963, -1.2819, -2.0537)
C (2.4172, 0.5632, 4.4305)
H (1.3501, 4.7475, -4.5839)
C (4.5660, 0.5151, 2.7029)
H (-2.9642, -2.1114, 0.2928)
Br (5.5817, 0.3647, 7.2272)
Si (1.4597, -0.7005, -3.3881)
C (-1.8199, -3.2073, 1.7665)
C (1.4195, 0.6977, 6.6189)
O (0.0695, 0.6184, 4.6768)
H (-0.8828, 3.8484, -1.1485)
N (2.2356, 0.4655, 3.0847)
C (-0.3436, -4.8865, 0.8359)
H (-1.7184, 3.3319, 2.9307)
Si (-0.0667, 0.9537, -2.5770)
S (-2.4398, -2.3394, 3.1785)
H (-2.0140, -1.8786, -3.7023)
C (3.2288, 0.4266, 2.2439)
H (-4.5470, -0.4433, 4.1161)
H (-0.1409, -4.8364, -2.5109)
C (1.1670, -2.1415, -2.2509)
H (1.9924, 2.9833, -0.7913)
H (2.8186, 0.7287, 8.2688)
C (-2.3694, 2.5492, 3.2624)
C (-2.5824, -1.1537, -3.1256)
H (3.5428, 0.2442, -2.3593)
H (3.1320, 3.0151, -2.1740)
H (-1.0100, -6.2424, -1.8855)
H (-1.5749, 0.5297, -6.0391)
C (1.0653, 3.6642, -4.6333)
H (0.1509, 3.5879, -5.2309)
H (-3.3258, 0.5690, -5.7859)
H (-0.5761, -4.4753, 2.9412)
Si (-2.2060, 0.6068, -3.5908)
C (3.8268, 0.5425, 6.4127)
C (-0.8101, -4.6512, -0.4450)
C (-1.7628, -3.6549, -0.6199)
C (-3.6241, 2.7996, 3.7126)
C (2.7104, 0.6451, 7.1853)
H (3.5792, -0.3321, 0.2662)
H (-5.4375, 1.8577, 4.3865)
H (-2.0742, -3.4227, -1.6304)
C (-4.4273, 1.7220, 4.0066)
C (-3.4483, 1.7690, -2.7647)

Values from the calculation:
Spin multiplicity: 5
Net charge: -1
E_HOMO (alpha / beta) (Ha): -0.17129 / -0.17219
ΔE to the lowest compared entry with this formula, charge and spin (eV): 0.000
LUMO (alpha / beta) (eV): 2.21 / 2.20
Expectation value of S²: 6.010

Atomic partial charges in e from the Mulliken method, atoms 1 to 5: number 1, O, carries -0.769; number 2, C, carries -1.093; number 3, H, carries 0.359; number 4, H, carries 0.461; number 5, H, carries -0.044